1.
Formula: C4H12S
Source: OMol25
Level of theory: ωB97M-V/def2-TZVPD

Element x y z (Å)
C (0.637, 1.403, -1.359)
S (1.139, 2.005, 0.281)
C (2.606, 0.961, 0.448)
H (-0.396, 1.071, -1.400)
H (0.776, 2.166, -2.129)
H (1.320, 0.631, -1.665)
H (3.155, 1.210, 1.334)
H (3.243, 0.945, -0.433)
H (2.279, -0.049, 0.588)
C (-1.915, -1.264, -0.199)
C (-1.812, -1.312, 1.339)
H (-0.973, -1.550, -0.678)
H (-2.644, -1.962, -0.613)
H (-2.115, -0.262, -0.578)
H (-2.728, -1.685, 1.785)
H (-1.556, -0.309, 1.662)
H (-1.016, -1.999, 1.616)

Values from the calculation:
HOMO level = -8.51 eV
E = -557.758071 Ha
Energy relative to the best compared isomer or geometry (same formula, charge and spin) = 32.40 kJ/mol
SMILES string = CSC.CC

***

2.
Formula: C5H7PS
Source: OMol25
Level of theory: ωB97M-V/def2-TZVPD

Element x y z (Å)
H (3.665, -1.031, -0.250)
P (3.302, 0.354, 0.001)
C (1.557, 0.240, 0.032)
C (0.518, 1.194, 0.033)
C (-0.755, 1.172, 0.226)
C (-1.495, -0.108, 0.573)
C (-0.931, -1.078, -0.507)
S (0.609, -1.813, 0.029)
H (1.055, 2.063, -0.323)
H (-1.292, 2.046, 0.177)
H (-1.298, -0.510, 1.601)
H (-2.522, 0.114, 0.407)
H (-1.626, -1.984, -0.509)
H (-0.789, -0.659, -1.491)

Values from the calculation:
HOMO level (spin up / spin down) = -8.39 / -8.39 eV
E = -934.128540 Ha
Energy relative to the best compared isomer or geometry (same formula, charge and spin) = 290.59 kJ/mol
SMILES string = [H]/P=C1/C=CCCS1

***

3.
Formula: C4H11N2
Source: OMol25
Level of theory: ωB97M-V/def2-TZVPD

Element x y z (Å)
C (0.245, 2.233, -0.471)
C (-0.541, 0.872, -0.853)
C (-0.077, -0.221, -0.049)
C (0.381, -1.440, -0.591)
N (0.523, -2.532, 0.210)
N (-0.392, -0.213, 1.393)
H (0.589, 2.711, -1.384)
H (1.115, 2.015, 0.141)
H (-0.412, 2.923, 0.050)
H (-1.581, 1.043, -0.512)
H (-0.597, 0.832, -1.942)
H (0.604, -1.437, -1.652)
H (1.473, -2.713, 0.560)
H (0.018, -3.373, -0.073)
H (0.442, 0.150, 1.875)
H (-1.220, 0.346, 1.626)
H (-0.572, -1.194, 1.671)

Values from the calculation:
HOMO level (spin up / spin down) = -20.30 / -20.47 eV
E = -267.735915 Ha
2S+1 = 2
Expectation value of S² = 0.7568
Energy relative to the best compared isomer or geometry (same formula, charge and spin) = 233.97 kJ/mol
Charge = +2

***

4.
Formula: C66H96N6O18S3
Source: OMol25
Level of theory: ωB97M-V/def2-TZVPD

Element x y z (Å)
O (-4.361, 0.896, -0.864)
N (-3.920, 1.761, -1.574)
O (-2.800, 2.256, -1.396)
C (-4.766, 2.388, -2.553)
C (-6.068, 1.878, -2.737)
C (-6.830, 2.463, -3.701)
C (-6.415, 3.502, -4.473)
C (-5.143, 4.027, -4.340)
C (-4.240, 3.459, -3.411)
H (-6.373, 1.060, -2.101)
H (-7.840, 2.101, -3.825)
H (-7.228, 3.885, -5.072)
H (-4.914, 4.907, -4.923)
H (-3.252, 3.866, -3.253)
O (7.402, 2.080, 7.610)
N (6.858, 2.732, 6.758)
O (7.261, 3.834, 6.423)
C (5.639, 2.222, 6.036)
C (4.915, 1.151, 6.538)
C (3.915, 0.551, 5.806)
C (3.557, 1.121, 4.575)
C (4.083, 2.351, 4.134)
C (5.141, 2.865, 4.891)
H (5.198, 0.734, 7.494)
H (3.439, -0.312, 6.248)
H (2.689, 0.736, 4.061)
H (3.865, 2.861, 3.207)
H (5.526, 3.825, 4.579)
O (-1.878, -8.142, -2.639)
N (-0.778, -8.056, -3.191)
O (-0.163, -9.023, -3.617)
C (-0.295, -6.716, -3.513)
C (1.022, -6.550, -3.914)
C (1.517, -5.255, -4.144)
C (0.702, -4.119, -3.980)
C (-0.569, -4.266, -3.477)
C (-1.081, -5.562, -3.293)
H (1.709, -7.367, -4.078)
H (2.528, -5.248, -4.523)
H (1.038, -3.112, -4.176)
H (-1.263, -3.439, -3.458)
H (-2.104, -5.674, -2.967)
O (0.079, 3.080, 3.629)
N (0.936, 3.823, 3.179)
O (1.769, 3.493, 2.330)
C (1.042, 5.181, 3.851)
C (0.151, 5.577, 4.844)
C (0.129, 6.950, 5.319)
C (0.926, 7.888, 4.630)
C (1.875, 7.489, 3.735)
C (1.952, 6.177, 3.343)
H (-0.547, 4.855, 5.241)
H (-0.454, 7.253, 6.176)
H (0.705, 8.933, 4.792)
H (2.494, 8.179, 3.183)
H (2.753, 5.841, 2.701)
O (7.298, -1.601, 0.125)
N (6.939, -2.742, 0.490)
O (7.458, -3.397, 1.416)
C (5.773, -3.363, -0.147)
C (5.065, -2.619, -1.178)
C (3.924, -3.229, -1.817)
C (3.484, -4.472, -1.322)
C (4.085, -5.115, -0.282)
C (5.257, -4.563, 0.274)
H (5.444, -1.685, -1.563)
H (3.372, -2.692, -2.575)
H (2.601, -4.903, -1.769)
H (3.704, -6.097, -0.043)
H (5.741, -5.137, 1.050)
O (2.534, 3.980, -0.770)
N (3.448, 4.537, -0.159)
O (3.430, 5.779, -0.134)
C (4.582, 3.863, 0.411)
C (5.678, 4.498, 1.074)
C (6.669, 3.778, 1.677)
C (6.674, 2.421, 1.538)
C (5.715, 1.776, 0.804)
C (4.632, 2.493, 0.256)
H (5.773, 5.572, 1.135)
H (7.474, 4.231, 2.237)
H (7.491, 1.808, 1.888)
H (5.848, 0.732, 0.562)
H (3.824, 1.997, -0.261)
O (-3.979, -6.874, 0.450)
S (-4.081, -5.592, -0.208)
O (-3.954, -5.474, -1.665)
C (-5.554, -4.652, 0.437)
C (-4.992, -3.466, 1.313)
C (-3.623, -3.030, 0.721)
C (-2.850, -4.378, 0.561)
H (-6.158, -5.483, 0.802)
H (-5.931, -4.209, -0.485)
H (-5.721, -2.660, 1.396)
H (-4.815, -3.762, 2.347)
H (-3.110, -2.304, 1.351)
H (-3.760, -2.614, -0.277)
H (-2.455, -4.738, 1.512)
H (-1.983, -4.506, -0.088)
O (1.012, -1.210, -2.103)
S (0.852, -1.447, -0.666)
O (0.317, -2.701, -0.129)
C (2.358, -0.765, 0.315)
C (1.786, 0.342, 1.215)
C (0.568, 1.023, 0.599)
C (-0.302, -0.036, -0.039)
H (3.055, -0.232, -0.330)
H (2.835, -1.545, 0.909)
H (1.592, -0.181, 2.151)
H (2.480, 1.134, 1.497)
H (0.677, 1.895, -0.047)
H (0.077, 1.486, 1.455)
H (-0.869, 0.222, -0.934)
H (-0.981, -0.431, 0.716)
O (2.316, -3.294, 3.072)
S (1.261, -2.574, 3.832)
O (1.629, -1.308, 4.476)
C (-0.385, -2.432, 2.961)
C (-1.405, -2.867, 4.010)
C (-0.820, -4.068, 4.727)
C (0.517, -3.551, 5.212)
H (-0.312, -3.162, 2.155)
H (-0.570, -1.475, 2.473)
H (-1.538, -2.070, 4.741)
H (-2.355, -3.047, 3.505)
H (-0.633, -4.896, 4.043)
H (-1.482, -4.336, 5.550)
H (1.306, -4.262, 5.458)
H (0.391, -2.788, 5.980)
C (3.942, 0.545, -3.333)
C (2.960, 1.695, -3.122)
C (3.460, 3.058, -3.699)
C (3.904, 3.042, -5.201)
C (4.299, 4.398, -5.850)
C (4.980, 4.234, -7.190)
H (3.633, -0.406, -2.900)
H (4.852, 0.854, -2.820)
H (4.218, 0.376, -4.374)
H (2.159, 1.303, -3.749)
H (2.547, 1.873, -2.129)
H (4.335, 3.356, -3.122)
H (2.738, 3.861, -3.551)
H (4.800, 2.422, -5.236)
H (3.037, 2.737, -5.786)
H (3.492, 5.127, -5.913)
H (5.005, 4.932, -5.215)
H (5.414, 5.110, -7.672)
H (5.730, 3.443, -7.179)
H (4.214, 3.835, -7.855)
C (-6.371, 1.776, 1.918)
C (-6.054, 0.575, 2.837)
C (-4.775, 0.915, 3.585)
C (-4.154, -0.300, 4.259)
C (-3.017, 0.140, 5.219)
C (-1.772, 0.618, 4.415)
H (-7.237, 1.550, 1.295)
H (-5.550, 1.902, 1.212)
H (-6.553, 2.696, 2.473)
H (-6.905, 0.458, 3.508)
H (-5.917, -0.356, 2.287)
H (-4.864, 1.720, 4.315)
H (-4.028, 1.331, 2.910)
H (-4.873, -0.968, 4.734)
H (-3.705, -0.849, 3.431)
H (-3.236, 1.009, 5.840)
H (-2.757, -0.619, 5.957)
H (-1.775, 0.143, 3.434)
H (-1.893, 1.668, 4.149)
H (-0.854, 0.491, 4.989)
C (-7.904, -2.047, -5.564)
C (-6.692, -1.906, -4.588)
C (-5.458, -1.159, -5.187)
C (-4.190, -1.161, -4.268)
C (-3.125, -0.211, -4.824)
C (-1.857, 0.044, -4.030)
H (-8.242, -1.083, -5.944)
H (-8.734, -2.519, -5.038)
H (-7.680, -2.653, -6.442)
H (-6.973, -1.404, -3.662)
H (-6.251, -2.877, -4.363)
H (-5.656, -0.087, -5.172)
H (-5.190, -1.330, -6.229)
H (-4.536, -0.786, -3.305)
H (-3.796, -2.174, -4.187)
H (-2.811, -0.573, -5.803)
H (-3.505, 0.803, -4.948)
H (-2.245, 0.363, -3.062)
H (-1.160, -0.791, -3.964)
H (-1.285, 0.933, -4.296)

Values from the calculation:
HOMO level = -9.60 eV
E = -5449.189027 Ha
Energy relative to the best compared isomer or geometry (same formula, charge and spin) = 134.12 kJ/mol
SMILES string = O=[N+]([O-])c1ccccc1.O=[N+]([O-])c1ccccc1.O=[N+]([O-])c1ccccc1.O=[N+]([O-])c1ccccc1.O=[N+]([O-])c1ccccc1.O=[N+]([O-])c1ccccc1.O=S1(=O)CCCC1.O=S1(=O)CCCC1.O=S1(=O)CCCC1.CCCCCC.CCCCCC.CCCCCC

***

5.
Formula: C29H37N3OP2Pt
Source: OMol25
Level of theory: ωB97M-V/def2-TZVPD

Element x y z (Å)
Pt (0.209, -0.294, 0.309)
N (2.667, 1.737, 0.216)
P (2.546, 0.094, -0.184)
C (2.686, 0.008, -2.001)
C (3.149, -1.187, -2.550)
C (3.306, -1.303, -3.918)
C (2.978, -0.238, -4.746)
C (2.487, 0.940, -4.204)
C (2.332, 1.067, -2.834)
C (4.173, -0.430, 0.424)
C (5.287, 0.146, -0.186)
C (6.551, -0.158, 0.282)
C (6.702, -1.030, 1.350)
C (5.594, -1.596, 1.958)
C (4.322, -1.298, 1.497)
C (1.569, 2.555, 0.170)
C (1.657, 3.921, 0.456)
C (0.529, 4.698, 0.307)
C (-0.646, 4.102, -0.149)
C (-0.652, 2.743, -0.376)
N (0.421, 1.972, -0.193)
H (3.557, 2.139, 0.489)
H (3.406, -2.009, -1.896)
H (3.690, -2.220, -4.340)
H (3.102, -0.329, -5.814)
H (2.234, 1.768, -4.849)
H (1.956, 1.991, -2.420)
H (5.156, 0.817, -1.025)
H (7.413, 0.286, -0.191)
H (7.691, -1.268, 1.705)
H (5.719, -2.270, 2.790)
H (3.446, -1.734, 1.958)
H (2.600, 4.343, 0.768)
H (0.565, 5.754, 0.523)
H (-1.531, 4.690, -0.325)
H (-1.530, 2.240, -0.752)
O (-2.344, 0.040, 0.544)
C (-2.712, 0.623, 1.778)
C (-1.623, 0.475, 2.809)
C (-1.963, 0.521, 4.158)
C (-0.969, 0.420, 5.112)
C (0.350, 0.306, 4.693)
C (0.611, 0.279, 3.336)
N (-0.357, 0.350, 2.423)
H (-2.981, 0.294, -0.133)
H (-3.625, 0.153, 2.167)
H (-2.904, 1.701, 1.664)
H (-2.996, 0.638, 4.439)
H (-1.220, 0.427, 6.160)
H (1.158, 0.246, 5.404)
H (1.628, 0.224, 2.959)
C (0.218, -3.017, -2.036)
C (0.580, -3.546, -0.647)
P (-0.368, -2.579, 0.596)
C (-2.115, -3.140, 0.397)
C (-2.403, -4.542, 0.922)
C (0.172, -3.120, 2.280)
C (0.755, -4.525, 2.388)
H (0.952, -3.307, -2.782)
H (0.156, -1.919, -2.023)
H (-0.746, -3.410, -2.351)
H (1.643, -3.403, -0.430)
H (0.361, -4.612, -0.562)
H (-2.343, -3.070, -0.669)
H (-2.749, -2.416, 0.914)
H (-1.771, -5.287, 0.445)
H (-3.440, -4.793, 0.706)
H (-2.268, -4.596, 2.001)
H (-0.692, -3.005, 2.940)
H (0.928, -2.395, 2.602)
H (0.067, -5.282, 2.023)
H (0.958, -4.746, 3.434)
H (1.689, -4.600, 1.837)

Values from the calculation:
HOMO level (spin up / spin down) = -12.92 / -14.22 eV
E = -2168.338551 Ha
2S+1 = 3
Expectation value of S² = 2.0071
Energy relative to the best compared isomer or geometry (same formula, charge and spin) = 0.00 kJ/mol
Charge = +2

***

Repeat the second record exactly.
Formula: C5H7PS
Source: OMol25
Level of theory: ωB97M-V/def2-TZVPD

Element x y z (Å)
H (3.665, -1.031, -0.250)
P (3.302, 0.354, 0.001)
C (1.557, 0.240, 0.032)
C (0.518, 1.194, 0.033)
C (-0.755, 1.172, 0.226)
C (-1.495, -0.108, 0.573)
C (-0.931, -1.078, -0.507)
S (0.609, -1.813, 0.029)
H (1.055, 2.063, -0.323)
H (-1.292, 2.046, 0.177)
H (-1.298, -0.510, 1.601)
H (-2.522, 0.114, 0.407)
H (-1.626, -1.984, -0.509)
H (-0.789, -0.659, -1.491)

Values from the calculation:
HOMO level (spin up / spin down) = -8.39 / -8.39 eV
E = -934.128540 Ha
Energy relative to the best compared isomer or geometry (same formula, charge and spin) = 290.59 kJ/mol
SMILES string = [H]/P=C1/C=CCCS1

***

Question: The highest energy relative to the best compared isomer or geometry (same formula, charge and spin) belongs to which entry?
Answer: C5H7PS